# 1
The following is a DFT calculation (ωB97M-V with the def2-TZVPD basis set) of a 5-piece molecular cluster, C8H25O5S4 overall in a non-equilibrium geometry.

## Properties
**HOMO level**: -3.83 eV
**Total energy**: -2288.43529 Ha
**Strongest force on any atom**: 15.805 eV/A
**Orbital gap**: 0.236 Ha
**Total charge**: -1

Last column: Mulliken charge in e.
Element x y z (Å)
O  -0.54  -0.32  0.28  -0.85
H  0.04  0.04  -0.36  -0.02
C  3.40  1.31  1.79  -1.42
S  2.87  0.34  0.27  0.92
O  3.32  1.12  -1.03  -0.73
C  4.23  -0.83  0.36  -1.38
H  2.65  2.09  1.80  0.34
H  4.29  1.88  1.60  0.39
H  3.47  0.86  2.53  0.63
H  5.12  -0.41  0.23  0.53
H  4.31  -1.38  -0.59  0.38
H  4.14  -1.35  1.25  0.40
C  -1.26  2.04  3.83  -1.14
S  -1.79  2.00  2.11  0.64
O  -2.70  3.33  2.16  -0.73
C  -0.34  2.56  1.41  -0.35
H  -0.42  1.53  3.85  0.41
H  -2.02  1.62  4.29  0.41
H  -0.96  3.06  4.23  0.25
H  -0.44  2.52  0.17  0.17
H  0.55  2.01  1.68  -0.15
H  -0.21  3.78  1.61  0.39
C  -2.97  1.28  -2.31  -1.18
S  -3.49  0.64  -0.76  0.84
O  -4.95  1.18  -0.54  -0.76
C  -3.86  -0.96  -1.42  -0.97
H  -2.72  2.24  -2.25  0.44
H  -3.63  1.08  -3.03  0.51
H  -1.85  0.77  -2.53  0.19
H  -4.11  -1.63  -0.63  0.33
H  -2.89  -1.23  -1.92  0.07
H  -4.59  -0.96  -2.10  0.50
C  0.11  -3.79  -0.75  -0.93
S  1.45  -2.66  -0.90  0.71
O  2.71  -3.38  -1.22  -0.73
C  0.95  -2.19  -2.55  -0.77
H  0.14  -4.54  -1.49  0.40
H  -0.75  -3.11  -0.91  0.18
H  0.04  -4.35  0.23  0.30
H  0.02  -1.61  -2.42  0.05
H  0.94  -3.04  -3.22  0.43
H  1.75  -1.53  -2.76  0.31

***

# 2
The following is a DFT calculation (ωB97M-V with the def2-TZVPD basis set) of a 9-piece molecular cluster, C12H43N7O9 overall in a non-equilibrium geometry.

## Properties
**Multiplicity**: 2
**HOMO level (spin up / spin down)**: -11.74 / -11.74 eV
**Total energy**: -1543.05541 Ha
**Strongest force on any atom**: 6.579 eV/A
**Orbital gap (spin up / spin down)**: 0.345 / 0.134 Ha
**Total charge**: +1
**⟨S²⟩**: 0.760

Last column: Löwdin spin population.
Element x y z (Å)
C  -4.75  2.15  -0.41  0.00
O  -4.17  1.02  0.27  0.00
H  -5.46  2.64  0.26  0.00
H  -4.03  2.94  -0.62  0.00
H  -5.14  1.90  -1.40  0.00
H  -4.85  0.49  0.67  0.00
C  4.32  -1.61  1.10  0.00
O  3.87  -1.98  -0.18  0.00
H  5.33  -1.21  1.02  0.00
H  3.74  -0.84  1.62  0.00
H  4.33  -2.53  1.67  0.00
H  3.70  -2.93  -0.12  0.00
C  -1.99  -3.23  0.80  0.00
O  -0.68  -3.17  0.28  0.00
H  -2.12  -3.31  1.88  0.00
H  -2.58  -2.36  0.53  0.00
H  -2.60  -3.95  0.25  0.00
H  -0.73  -2.78  -0.60  0.00
C  -0.82  -3.21  -3.65  0.00
O  -1.64  -3.21  -2.52  0.00
H  0.23  -3.07  -3.44  0.00
H  -0.95  -4.09  -4.28  0.00
H  -1.12  -2.34  -4.24  0.00
H  -1.97  -2.31  -2.52  0.00
C  -1.91  4.20  1.51  0.00
O  -0.89  4.50  0.64  0.00
H  -2.83  3.84  1.05  0.00
H  -1.68  3.45  2.27  0.00
H  -2.34  5.02  2.09  0.00
H  -1.09  5.30  0.15  0.00
C  -0.46  0.12  -0.33  0.00
O  -0.90  -0.53  -1.27  0.00
N  0.79  0.03  0.14  0.00
N  -1.10  0.96  0.40  0.00
H  1.47  -0.54  -0.33  0.00
H  1.09  0.70  0.84  0.00
H  -2.05  1.12  0.08  0.00
H  -0.47  1.62  0.84  0.00
C  -1.23  1.51  -3.98  0.09
O  -1.07  2.26  -4.90  0.69
N  -0.61  0.42  -3.80  0.20
N  -1.83  1.78  -2.87  0.01
H  -0.64  -0.01  -2.89  0.01
H  0.13  0.00  -4.34  0.00
H  -2.23  2.70  -2.78  0.00
H  -1.98  0.97  -2.29  0.00
C  2.45  -0.86  -4.17  0.00
O  2.25  0.12  -4.82  0.00
N  2.58  -0.83  -2.89  0.00
N  2.35  -2.12  -4.58  0.00
H  2.78  -1.65  -2.32  0.00
H  2.58  0.05  -2.40  0.00
H  1.95  -2.14  -5.50  0.00
H  2.92  -2.87  -4.21  0.00
C  0.49  1.95  3.90  0.00
C  1.86  1.36  3.46  0.00
C  1.90  -0.20  3.60  0.00
O  1.60  -0.70  4.96  0.00
C  0.65  -1.82  4.88  0.00
N  2.10  1.89  2.11  0.00
H  0.26  1.59  4.90  0.00
H  -0.15  1.40  3.21  0.00
H  0.29  3.02  3.93  0.00
H  2.55  1.75  4.20  0.00
H  2.97  -0.38  3.57  0.00
H  1.34  -0.60  2.76  0.00
H  1.06  -2.59  4.23  0.00
H  -0.34  -1.53  4.52  0.00
H  0.53  -2.15  5.91  0.00
H  1.86  2.86  2.26  0.00
H  3.08  2.00  1.86  0.00

***

# 3
The following is a DFT calculation (ωB97M-V with the def2-TZVPD basis set) of a 4-piece molecular cluster, C30H62BBr2ClF3N4O13PS overall in a non-equilibrium geometry.

## Properties
**HOMO level**: -9.09 eV
**Total energy**: -9049.46773 Ha
**Strongest force on any atom**: 8.212 eV/A
**Orbital gap**: 0.326 Ha
**Structure (SMILES)**: CC[C@H](C)[C@@H]1OS(=O)(=O)[C@](Cl)(CB(O)O)[C@@](CCCCO)(CC[C@](F)(Br)C(F)(F)Br)[C@@]1(N=C=O)P(=O)(O)O.COC[C@@H](C)N.COC[C@@H](C)N.COC[C@@H](C)N

Last column: Mulliken charge in e.
Element x y z (Å)
C  6.26  1.65  -2.07  -1.03
C  4.63  1.67  -1.85  -0.18
C  3.99  0.19  -1.82  -0.20
C  4.13  -0.30  -3.40  -1.22
C  2.41  0.12  -1.57  -0.86
O  1.90  1.32  -2.26  -0.40
S  0.32  0.95  -2.63  1.75
O  0.34  0.29  -4.01  -0.71
O  -0.44  2.24  -2.78  -0.77
C  -0.44  -0.23  -1.35  -0.26
Cl  -0.44  -1.86  -2.27  -0.08
C  -2.00  0.18  -1.36  -0.93
B  -2.79  -0.22  -2.77  0.88
O  -2.71  0.56  -3.99  -0.23
O  -3.63  -1.41  -2.73  -0.51
C  0.31  -0.25  0.08  1.59
C  -0.55  0.71  1.11  -2.03
C  -0.08  0.69  2.64  0.20
C  -1.19  1.59  3.44  0.08
C  -1.13  1.30  5.03  -0.45
O  -2.46  1.53  5.59  -0.51
C  0.17  -1.74  0.71  -1.51
C  -1.31  -2.31  0.90  -0.45
C  -1.19  -3.85  1.43  0.21
F  -0.43  -4.69  0.55  -0.31
Br  -3.08  -4.57  1.34  -0.08
C  -0.75  -3.96  2.98  0.63
F  -1.23  -2.91  3.82  -0.21
F  -1.35  -5.18  3.49  -0.27
Br  1.23  -4.27  3.16  0.05
C  1.89  0.25  -0.01  1.70
N  1.80  1.74  0.18  -0.48
C  2.59  2.24  1.06  0.69
O  3.52  2.70  1.78  -0.57
P  3.08  -0.68  1.09  1.46
O  3.27  -2.17  0.67  -0.78
O  4.68  -0.09  1.20  -0.58
O  2.67  -0.76  2.77  -0.56
H  6.63  0.69  -2.57  0.24
H  6.70  1.64  -1.00  0.25
H  6.60  2.61  -2.62  0.31
H  4.47  2.29  -0.90  0.21
H  4.23  2.26  -2.76  0.36
H  4.62  -0.60  -1.28  0.32
H  3.54  0.41  -4.08  0.27
H  5.22  -0.46  -3.71  0.42
H  3.61  -1.34  -3.53  0.34
H  2.11  -0.86  -2.07  0.19
H  -2.19  1.31  -1.15  -0.03
H  -2.61  -0.37  -0.54  0.11
H  -3.25  1.37  -3.80  0.21
H  -4.19  -1.44  -3.55  0.29
H  -0.71  1.78  0.67  0.46
H  -1.65  0.34  1.23  0.37
H  0.93  1.17  2.88  0.06
H  -0.11  -0.33  3.15  -0.08
H  -0.91  2.69  3.27  0.26
H  -2.25  1.43  2.99  -0.11
H  -0.38  1.99  5.55  0.22
H  -0.82  0.18  5.16  0.31
H  -2.70  0.75  6.15  0.30
H  0.79  -2.53  0.12  0.67
H  0.61  -1.82  1.78  -0.35
H  -1.97  -2.35  -0.02  0.49
H  -1.93  -1.75  1.72  0.23
H  4.84  0.74  0.70  0.33
H  3.18  -0.07  3.27  0.34
C  6.61  -4.91  7.26  -0.64
O  6.17  -3.86  6.42  -0.40
C  5.43  -4.29  5.28  -0.74
C  3.93  -4.57  5.55  1.30
C  3.68  -5.89  6.27  -1.50
N  3.32  -3.49  6.33  -0.65
H  6.87  -5.81  6.70  0.29
H  5.84  -5.14  8.01  0.23
H  7.50  -4.57  7.79  0.26
H  5.49  -3.46  4.56  0.25
H  5.91  -5.15  4.80  0.43
H  3.43  -4.62  4.58  -0.51
H  3.94  -5.86  7.33  0.31
H  2.62  -6.16  6.20  0.32
H  4.26  -6.70  5.81  0.37
H  3.41  -2.62  5.81  0.26
H  3.91  -3.33  7.15  0.33
C  -1.66  2.20  -9.77  -0.61
O  -3.08  2.17  -9.77  -0.39
C  -3.64  0.91  -9.39  -0.75
C  -3.73  0.69  -7.87  0.49
C  -2.39  0.32  -7.23  -1.16
N  -4.28  1.86  -7.18  -0.66
H  -1.23  1.24  -10.08  0.29
H  -1.29  2.48  -8.79  0.22
H  -1.34  2.97  -10.48  0.25
H  -4.67  0.92  -9.79  0.36
H  -3.12  0.09  -9.89  0.40
H  -4.41  -0.16  -7.70  0.37
H  -1.73  1.18  -7.13  0.23
H  -2.55  -0.08  -6.22  0.03
H  -1.87  -0.44  -7.81  0.37
H  -5.22  2.04  -7.54  0.27
H  -3.74  2.67  -7.48  0.30
C  -6.44  4.86  0.14  -0.62
O  -5.15  5.32  0.49  -0.37
C  -4.82  5.17  1.86  -0.82
C  -4.32  3.76  2.25  0.29
C  -5.44  2.73  2.36  -1.51
N  -3.31  3.27  1.30  -0.33
H  -7.17  5.03  0.94  0.29
H  -6.41  3.81  -0.13  0.20
H  -6.77  5.41  -0.75  0.26
H  -4.00  5.87  2.05  0.34
H  -5.65  5.49  2.50  0.47
H  -3.85  3.83  3.24  0.34
H  -5.81  2.40  1.38  0.28
H  -5.08  1.83  2.88  0.35
H  -6.29  3.13  2.93  0.37
H  -2.52  3.91  1.30  0.26
H  -3.70  3.37  0.36  0.25

***

# 4
The following is a DFT calculation (ωB97M-V with the def2-TZVPD basis set) of C34H47Cl2F4N2O3SiV as an isolated structure in a non-equilibrium geometry.

## Properties
**Multiplicity**: 2
**HOMO level (spin up / spin down)**: -4.57 / -4.59 eV
**Total energy**: -4212.52826 Ha
**Strongest force on any atom**: 1.420 eV/A
**Orbital gap (spin up / spin down)**: 0.248 / 0.261 Ha
**Total charge**: -1
**⟨S²⟩**: 0.811

Last column: Löwdin spin population.
Element x y z (Å)
V  -0.02  -0.31  -0.97  1.23
C  -1.04  2.01  0.31  0.00
C  -0.06  1.08  0.92  -0.03
C  -0.90  0.37  1.95  0.00
C  -2.18  0.82  1.83  -0.01
C  -2.27  1.86  0.84  0.00
C  -3.52  2.66  0.55  0.00
C  -3.28  3.68  -0.55  0.00
C  -4.67  1.73  0.13  0.00
C  -3.93  3.40  1.84  0.00
C  -0.55  -0.64  3.05  0.00
C  -0.31  0.12  4.38  0.00
C  0.66  -1.54  2.75  0.00
C  -1.76  -1.57  3.33  0.00
C  1.22  1.85  1.37  0.00
C  2.32  0.96  1.95  0.00
C  0.81  2.88  2.44  0.00
C  1.86  2.64  0.22  0.00
H  -0.75  2.77  -0.39  0.00
H  -3.03  0.47  2.40  0.00
H  -2.99  3.18  -1.48  0.00
H  -2.48  4.37  -0.27  0.00
H  -4.19  4.26  -0.75  0.00
H  -4.42  1.25  -0.81  0.00
H  -5.60  2.30  -0.01  0.00
H  -4.85  0.96  0.87  0.00
H  -3.12  4.06  2.17  0.00
H  -4.15  2.70  2.64  0.00
H  -4.82  4.00  1.66  0.00
H  0.61  0.70  4.36  0.00
H  -0.24  -0.60  5.21  0.00
H  -1.14  0.80  4.57  0.00
H  1.24  -1.17  1.91  0.00
H  0.34  -2.56  2.50  0.00
H  1.32  -1.62  3.62  0.00
H  -2.57  -1.05  3.83  0.00
H  -1.44  -2.39  3.98  0.00
H  -2.14  -2.00  2.40  0.00
H  2.01  0.47  2.87  0.00
H  3.20  1.57  2.18  0.00
H  2.61  0.20  1.23  0.00
H  0.34  2.40  3.30  0.00
H  0.11  3.61  2.03  0.00
H  1.70  3.42  2.80  0.00
H  2.06  1.98  -0.62  0.00
H  2.80  3.08  0.55  0.00
H  1.22  3.45  -0.13  0.00
C  4.01  -0.29  -0.70  0.00
Si  3.09  -1.92  -0.44  0.00
C  3.65  -2.55  1.27  0.00
C  3.78  -3.18  -1.71  0.00
N  1.35  -1.78  -0.46  0.01
C  0.64  -2.93  -0.25  0.00
C  1.15  -4.25  -0.18  0.00
C  0.35  -5.35  0.06  0.00
C  -1.02  -5.22  0.24  0.00
C  -1.57  -3.95  0.20  0.00
C  -0.74  -2.89  -0.04  0.00
F  -1.31  -1.62  -0.03  0.00
H  4.49  0.03  0.23  0.00
H  3.35  0.51  -1.03  0.00
H  4.79  -0.41  -1.45  0.00
H  4.63  -3.04  1.20  0.00
H  2.95  -3.26  1.70  0.00
H  3.75  -1.72  1.98  0.00
H  4.56  -2.74  -2.32  0.00
H  3.00  -3.55  -2.38  0.00
H  4.21  -4.05  -1.21  0.00
H  2.21  -4.40  -0.32  0.00
H  0.81  -6.33  0.08  0.00
H  -1.65  -6.09  0.42  0.00
H  -2.63  -3.79  0.33  0.00
F  -4.08  -1.21  -0.64  0.00
C  -3.98  -1.27  -1.98  0.00
F  -3.98  -2.58  -2.31  0.00
F  -5.10  -0.73  -2.49  0.00
C  -2.68  -0.57  -2.53  0.00
O  -2.45  -0.83  -3.72  0.00
O  -2.08  0.18  -1.72  0.01
Cl  2.71  -0.88  -3.92  0.00
C  2.35  0.81  -3.94  -0.02
C  3.05  1.63  -4.81  0.00
C  2.68  2.95  -4.95  -0.02
C  1.54  3.41  -4.30  0.00
C  0.86  2.59  -3.44  -0.02
Cl  -0.65  3.11  -2.80  0.00
C  1.31  1.28  -3.10  -0.01
N  0.80  0.55  -2.07  -0.17
H  3.86  1.21  -5.38  0.00
H  3.24  3.61  -5.60  0.00
H  1.17  4.41  -4.48  0.00
O  -0.13  -2.08  -3.00  0.00
H  0.62  -1.72  -3.48  0.00
H  -0.92  -1.71  -3.45  0.00

***

# 5
The following is a DFT calculation (ωB97M-V with the def2-TZVPD basis set) of a 2-piece molecular cluster, C5H8O overall.

## Properties
**HOMO level**: -8.81 eV
**Total energy**: -270.43155 Ha
**Strongest force on any atom**: 0.589 eV/A
**Orbital gap**: 0.338 Ha
**Structure (SMILES)**: C=C=C=CC.O

Last column: Mulliken charge in e.
Element x y z (Å)
C  2.56  0.01  0.05  -0.88
C  1.50  -0.15  -0.71  0.15
C  0.31  -0.16  -1.17  -0.11
C  -0.96  0.07  -0.90  -0.08
C  -1.87  -0.91  -0.23  -0.86
H  2.85  -0.76  0.76  0.29
H  3.14  0.93  0.02  0.28
H  -1.39  1.04  -1.17  0.38
H  -1.29  -1.68  0.29  0.28
H  -2.51  -0.41  0.50  0.26
H  -2.50  -1.39  -0.99  0.34
O  -0.19  0.97  1.46  -0.65
H  0.65  0.64  1.10  0.27
H  -0.30  1.81  0.99  0.34

***

# 6
The following is a DFT calculation (ωB97M-V with the def2-TZVPD basis set) of a 2-piece molecular cluster, C8H16O2 overall in a non-equilibrium geometry.

## Properties
**HOMO level**: -9.61 eV
**Total energy**: -464.86844 Ha
**Strongest force on any atom**: 3.153 eV/A
**Orbital gap**: 0.377 Ha
**Structure (SMILES)**: CCC(C)=O.CCC(C)=O

Last column: Mulliken charge in e.
Element x y z (Å)
C  -0.91  -2.65  -0.78  -1.11
C  -2.38  -2.99  -0.74  -0.26
C  -2.71  -4.25  0.08  0.59
C  -3.38  -5.41  -0.63  -0.99
O  -2.50  -4.39  1.31  -0.58
H  -0.57  -2.53  0.26  0.29
H  -0.74  -1.70  -1.31  0.32
H  -0.30  -3.43  -1.26  0.32
H  -3.01  -2.17  -0.33  0.29
H  -2.66  -3.11  -1.81  0.26
H  -2.71  -6.06  -1.23  0.26
H  -4.17  -5.02  -1.30  0.32
H  -3.85  -6.01  0.16  0.31
C  0.73  3.28  1.38  -0.94
C  2.14  3.03  0.88  -0.19
C  2.55  4.00  -0.25  0.43
C  3.82  4.89  0.00  -1.02
O  2.02  3.94  -1.37  -0.54
H  0.77  3.49  2.46  0.26
H  0.04  2.43  1.21  0.24
H  0.32  4.17  0.87  0.31
H  2.88  3.14  1.70  0.27
H  2.22  1.99  0.50  0.28
H  3.91  5.12  1.08  0.32
H  3.72  5.84  -0.55  0.32
H  4.75  4.40  -0.33  0.26

***

# 7
The following is a DFT calculation (ωB97M-V with the def2-TZVPD basis set) of C26H31FMnN5OS4 as an isolated structure.

## Properties
**Multiplicity**: 4
**HOMO level (spin up / spin down)**: -10.80 / -11.46 eV
**Total energy**: -4201.76227 Ha
**Strongest force on any atom**: 0.273 eV/A
**Orbital gap (spin up / spin down)**: 0.223 / 0.234 Ha
**Total charge**: +1
**⟨S²⟩**: 3.870

Last column: Löwdin spin population.
Element x y z (Å)
Mn  -0.02  -0.24  0.18  2.15
O  5.85  0.86  3.28  0.05
C  4.83  0.65  2.71  0.01
S  3.28  0.32  3.56  0.07
C  2.31  0.16  2.15  0.22
C  2.95  0.31  0.91  0.15
S  2.19  0.13  -0.58  0.26
S  4.65  0.67  0.94  0.02
S  0.65  -0.19  2.33  0.12
C  -2.05  -2.22  3.51  0.00
C  -2.88  -1.15  2.79  0.00
C  -4.09  -0.77  3.64  0.00
C  -3.30  -1.63  1.41  0.00
C  -4.15  -2.72  1.31  0.00
C  -4.52  -3.23  0.07  0.00
C  -4.05  -2.63  -1.09  0.00
C  -3.21  -1.52  -1.04  0.00
C  -2.83  -0.87  -2.37  0.00
C  -1.35  -0.95  -2.78  0.01
C  -3.35  0.56  -2.49  0.00
C  -2.82  -1.05  0.22  0.00
N  -1.84  -0.01  0.29  -0.06
C  -2.29  1.27  0.64  0.00
C  -3.59  1.63  0.99  -0.01
C  -3.88  2.95  1.30  0.00
C  -2.90  3.94  1.26  -0.01
C  -1.60  3.61  0.90  0.00
C  -1.36  2.30  0.60  -0.01
F  -0.09  1.89  0.20  0.01
H  -1.74  -1.87  4.49  0.00
H  -1.14  -2.48  2.95  0.00
H  -2.63  -3.14  3.65  0.00
H  -2.26  -0.26  2.68  0.00
H  -4.70  -1.65  3.87  0.00
H  -4.73  -0.05  3.14  0.00
H  -3.77  -0.34  4.59  0.00
H  -4.53  -3.18  2.21  0.00
H  -5.18  -4.09  0.01  0.00
H  -4.36  -3.01  -2.05  0.00
H  -3.36  -1.47  -3.12  0.00
H  -0.73  -0.26  -2.20  0.01
H  -1.25  -0.62  -3.81  0.00
H  -0.94  -1.96  -2.71  0.00
H  -2.78  1.26  -1.89  0.00
H  -4.40  0.63  -2.18  0.00
H  -3.29  0.89  -3.53  0.00
H  -4.37  0.88  1.00  0.00
H  -4.90  3.22  1.57  0.00
H  -3.15  4.96  1.50  0.00
H  -0.81  4.35  0.84  0.00
C  0.90  -6.66  0.56  0.00
C  -0.60  -6.49  0.41  0.00
C  -1.24  -5.97  1.70  0.00
C  -0.96  -5.63  -0.80  0.00
N  -0.42  -4.27  -0.71  0.00
C  -0.86  -3.24  0.00  0.00
N  -0.01  -2.24  -0.19  0.00
N  0.94  -2.70  -1.04  0.01
N  0.70  -3.90  -1.35  0.00
H  1.13  -7.33  1.38  0.00
H  1.39  -5.70  0.77  0.00
H  1.36  -7.06  -0.35  0.00
H  -1.04  -7.47  0.18  0.00
H  -0.76  -5.05  2.03  0.00
H  -1.11  -6.70  2.50  0.00
H  -2.31  -5.78  1.58  0.00
H  -2.04  -5.53  -0.92  0.00
H  -0.55  -6.04  -1.72  0.00
H  -1.75  -3.24  0.60  0.00